Density functional theory data (ωB97M-V with the def2-TZVPD basis set) for C25H36FeN6S2 as an isolated structure in a non-equilibrium geometry.

The geometry in XYZ format:
```
70
Properties=species:S:1:pos:R:3:lowdin_spin:R:1
Fe 0.548 0.035 -1.991 1.1836
C 1.209 -0.621 2.231 -0.0015
C 1.135 0.668 2.743 0.0013
C 0.880 1.728 1.885 -0.0015
C 0.727 1.481 0.532 -0.0037
N 0.776 0.232 0.058 -0.0523
C 1.008 -0.798 0.876 -0.0047
C 0.522 2.517 -0.490 -0.0021
C 0.443 3.872 -0.237 -0.0020
C 0.250 4.752 -1.295 0.0058
C 0.153 4.256 -2.586 -0.0023
C 0.247 2.889 -2.768 0.0008
N 0.425 2.052 -1.742 -0.0402
H 1.423 -1.471 2.864 -0.0003
H 1.285 0.849 3.800 0.0000
H 0.815 2.733 2.275 -0.0004
H 1.035 -1.779 0.418 -0.0009
H 0.538 4.252 0.770 -0.0005
H 0.181 5.816 -1.110 0.0002
H 0.013 4.906 -3.438 -0.0003
H 0.181 2.449 -3.755 -0.0007
C 7.273 -2.512 -2.134 -0.0001
C 6.455 -1.269 -2.124 0.0006
C 6.943 -0.012 -1.865 0.0061
C 6.062 1.070 -1.823 -0.0007
N 4.732 0.882 -1.977 0.0074
C 4.294 -0.313 -2.245 0.0016
S 2.598 -0.617 -2.528 -0.0088
N 5.122 -1.379 -2.351 0.0042
C 6.535 2.460 -1.609 -0.0004
H 8.330 -2.277 -2.047 0.0000
H 7.114 -3.095 -3.043 0.0000
H 6.992 -3.139 -1.285 -0.0001
H 8.003 0.129 -1.710 0.0003
H 4.739 -2.276 -2.631 -0.0006
H 7.619 2.515 -1.566 0.0000
H 6.120 2.861 -0.682 -0.0001
H 6.173 3.098 -2.417 -0.0001
C -5.440 1.972 0.771 0.0000
C -5.160 1.688 2.247 -0.0001
C -4.241 0.493 2.488 -0.0006
C -2.809 0.720 1.992 -0.0003
N -2.602 0.413 0.561 -0.0039
C -2.231 -0.709 -0.031 -0.0053
S -1.676 -0.552 -1.706 -0.0738
N -2.228 -1.928 0.463 -0.0034
C -2.682 -2.488 1.757 -0.0003
C -4.007 -3.242 1.628 -0.0001
C -3.919 -4.593 0.918 0.0000
C -3.672 -4.527 -0.592 0.0000
H -6.287 2.648 0.669 0.0000
H -5.674 1.054 0.226 0.0000
H -4.592 2.464 0.279 0.0000
H -6.103 1.486 2.755 0.0000
H -4.746 2.576 2.732 0.0000
H -4.660 -0.396 2.008 0.0000
H -4.192 0.294 3.561 -0.0001
H -2.095 0.136 2.569 0.0000
H -2.545 1.770 2.116 0.0000
H -2.694 1.194 -0.070 0.0008
H -1.988 -2.638 -0.217 -0.0002
H -2.781 -1.700 2.489 -0.0001
H -1.903 -3.173 2.093 -0.0003
H -4.737 -2.603 1.122 0.0000
H -4.364 -3.407 2.647 0.0001
H -4.874 -5.092 1.085 0.0000
H -3.171 -5.227 1.400 0.0000
H -4.255 -3.730 -1.062 0.0000
H -3.959 -5.466 -1.061 0.0000
H -2.611 -4.385 -0.840 0.0000
```

For the largest force on an atom, the calculation gives 0.068 hartree/bohr. The HOMO-LUMO gap (spin up / spin down) comes out at 6.2275 / 7.4820 eV. The calculation puts the total energy at -3361.95035 Eh. The spin multiplicity is 2. Its charge is +3. The expectation value of S² is 0.921.


Density functional theory data (ωB97M-V with the def2-TZVPD basis set) for C19H29N2OPr as an isolated structure in a non-equilibrium geometry.

The geometry in XYZ format:
```
52
Properties=species:S:1:pos:R:3:lowdin_spin:R:1
C 0.978 2.130 -1.987 -0.0422
H 1.916 2.533 -1.585 -0.0028
H 1.097 1.499 -2.901 -0.0028
H 1.088 -0.263 1.227 0.0025
C -0.035 3.273 -2.041 -0.0042
H -0.965 2.959 -2.579 0.0000
H -0.334 3.595 -1.009 -0.0007
C 0.509 4.686 -2.693 -0.0035
H -0.296 5.474 -2.645 -0.0002
H 1.407 5.007 -2.120 0.0000
H 0.810 4.504 -3.744 -0.0001
C -0.990 -1.724 -0.597 -0.0044
C -1.652 -0.944 -1.597 -0.0079
C -0.705 -0.662 -2.637 -0.0091
C 0.546 -1.275 -2.280 -0.0073
C 0.368 -1.922 -1.006 -0.0081
C 1.365 -2.685 -0.213 0.0000
C 1.794 -1.282 -3.091 -0.0007
C -1.059 0.066 -3.886 -0.0010
C -3.125 -0.777 -1.677 -0.0011
C -1.670 -2.364 0.558 0.0013
Pr 0.128 0.638 -0.485 2.0859
H 2.662 -1.445 -2.441 0.0000
H 1.840 -2.053 -3.884 -0.0003
H 1.925 -0.312 -3.584 -0.0001
H 2.388 -2.489 -0.556 0.0000
H 1.306 -2.388 0.847 0.0001
H 1.207 -3.780 -0.234 -0.0002
H -2.616 -1.850 0.772 0.0000
H -1.908 -3.424 0.349 0.0001
H -1.061 -2.318 1.469 0.0001
H -3.398 0.083 -2.297 0.0000
H -3.606 -1.675 -2.112 -0.0006
H -3.551 -0.626 -0.677 -0.0001
H -0.322 0.844 -4.117 -0.0003
H -1.148 -0.591 -4.771 -0.0005
H -2.032 0.563 -3.760 0.0000
N -1.091 0.179 6.273 0.0001
C -1.274 0.233 4.927 0.0000
O -2.374 0.349 4.349 -0.0004
C 0.003 0.048 4.151 -0.0003
C 1.174 -0.539 4.744 0.0031
C 2.360 -0.740 3.992 -0.0003
C 2.399 -0.363 2.703 0.0012
N 1.217 0.225 2.164 0.0024
C -0.015 0.358 2.823 0.0020
H -1.903 0.481 6.834 0.0000
H -0.201 0.418 6.657 0.0000
H 1.173 -0.849 5.759 0.0001
H 3.307 -1.145 4.363 0.0000
H 3.218 -0.501 1.994 0.0001
H -0.854 0.841 2.254 0.0001
```

For the largest force on an atom, the calculation gives 0.061 hartree/bohr. The HOMO-LUMO gap (spin up / spin down) comes out at 4.7441 / 4.6756 eV. The calculation puts the total energy at -1442.44940 Eh. The spin multiplicity is 3. Its charge is +2. The expectation value of S² is 2.020.


Density functional theory data (ωB97M-V with the def2-TZVPD basis set) for a 2-piece molecular cluster, C4H11N3O2 overall in a non-equilibrium geometry.

The geometry in XYZ format:
```
20
Properties=species:S:1:pos:R:3:nbo_charge:R:1
C 1.878 2.683 -0.825 -0.4102
C 0.143 1.396 0.192 0.5818
N -0.082 0.508 -0.732 -0.8211
N 0.724 2.664 0.141 -0.6206
N -0.387 1.026 1.421 -0.8436
H 0.119 0.775 -1.729 0.3411
H -2.256 -0.949 -0.679 0.5049
H 0.976 2.915 1.104 0.3693
H -0.347 1.587 2.243 0.3695
H -0.733 0.113 1.668 0.4279
H 2.098 3.746 -1.067 0.2039
H 1.517 2.117 -1.698 0.2097
H 2.759 2.200 -0.423 0.1886
C -0.573 -3.498 0.002 -0.7431
C -1.414 -2.292 0.153 0.8031
O -1.740 -1.707 -1.008 -0.6523
O -1.804 -1.766 1.180 -0.6487
H 0.014 -3.438 -0.918 0.2428
H -1.064 -4.461 0.181 0.2531
H 0.170 -3.620 0.794 0.2440
```

For the largest force on an atom, the calculation gives 0.053 hartree/bohr. The HOMO-LUMO gap comes out at 9.5114 eV. The calculation puts the total energy at -473.76035 Eh. As for the structure (SMILES): [H]/N=C(/N)NC.CC(=O)O. Its charge is 0.


Density functional theory data (ωB97M-V with the def2-TZVPD basis set) for a 2-piece molecular cluster, C6H15N overall in a non-equilibrium geometry.

The geometry in XYZ format:
```
22
Properties=species:S:1:pos:R:3:lowdin_spin:R:1
C -0.180 0.091 1.611 0.1168
N -0.098 0.724 0.440 0.7512
C 0.310 -0.213 -2.420 0.0078
C -1.192 0.151 -2.440 0.0029
C -2.082 -0.676 -1.505 0.0092
C 1.049 -0.501 2.237 0.0508
C 2.137 0.629 2.428 -0.0019
H -1.070 0.188 2.250 0.0384
H -0.103 -0.394 0.244 0.0097
H 0.451 -1.286 -2.524 0.0000
H 0.692 0.285 -1.528 0.0022
H 0.895 0.266 -3.204 0.0006
H -1.511 0.027 -3.477 0.0008
H -1.210 1.223 -2.239 0.0002
H -1.746 -1.694 -1.290 0.0002
H -2.244 -0.264 -0.498 0.0039
H -3.074 -0.671 -1.953 0.0007
H 1.431 -1.398 1.753 0.0020
H 0.772 -0.713 3.269 0.0031
H 2.860 0.203 3.119 -0.0006
H 1.639 1.464 2.917 0.0005
H 2.595 0.916 1.487 0.0016
```

For the largest force on an atom, the calculation gives 0.063 hartree/bohr. The HOMO-LUMO gap (spin up / spin down) comes out at 8.2751 / 6.8176 eV. The calculation puts the total energy at -291.91240 Eh. The spin multiplicity is 2. Its charge is +1. The expectation value of S² is 0.756.


Density functional theory data (ωB97M-V with the def2-TZVPD basis set) for a 2-piece molecular cluster, C2H3FN2O6 overall in a non-equilibrium geometry.

The geometry in XYZ format:
```
14
Properties=species:S:1:pos:R:3:nbo_charge:R:1
C -0.552 -1.196 1.051 0.6223
C 0.587 0.609 -0.026 0.4220
N 0.534 -0.207 -1.239 0.5220
N -0.064 1.745 0.101 0.4021
O -0.238 0.110 -2.065 -0.3769
O -1.000 2.064 -0.845 -0.5046
O 1.379 -1.046 -1.379 -0.3520
O -0.027 2.373 1.098 -0.3505
O -1.339 -1.199 0.112 -0.6253
O 0.471 -1.942 1.308 -0.6535
F 1.576 0.414 0.846 -0.2603
H -0.739 -0.291 1.866 0.1326
H -1.075 1.409 -1.527 0.5031
H 0.487 -2.844 0.700 0.5191
```

For the largest force on an atom, the calculation gives 0.097 hartree/bohr. The HOMO-LUMO gap comes out at 8.9475 eV. The calculation puts the total energy at -738.53884 Eh. As for the structure (SMILES): O=[N+]([O-])/C(F)=[N+](/[O-])O.O=CO. Its charge is 0.


Density functional theory data (ωB97M-V with the def2-TZVPD basis set) for a 2-piece molecular cluster, C4H13N2O overall in a non-equilibrium geometry.

The geometry in XYZ format:
```
20
Properties=species:S:1:pos:R:3:lowdin_spin:R:1
N 3.119 0.702 -1.812 0.0018
C 2.080 -0.076 -1.221 0.0007
O 0.697 0.349 -1.454 0.0048
H 3.100 0.442 -2.800 0.0001
H 2.860 1.648 -1.517 0.0001
H 2.160 -1.125 -1.619 0.0003
H 2.205 -0.085 -0.128 0.0000
H 0.495 -0.020 -2.324 0.0000
C -1.810 -1.774 2.022 0.0962
C -1.075 -0.719 1.264 0.2657
C -1.640 0.463 0.981 0.4613
N -0.977 1.500 0.148 0.0538
H -2.865 -1.558 2.151 0.0030
H -1.726 -2.781 1.546 0.0261
H -1.383 -1.906 3.060 0.0497
H -0.072 -0.986 0.866 0.0037
H -2.674 0.693 1.171 0.0123
H -0.165 1.083 -0.400 0.0014
H -1.641 1.804 -0.564 0.0067
H -0.688 2.347 0.632 0.0123
```

For the largest force on an atom, the calculation gives 0.098 hartree/bohr. The HOMO-LUMO gap (spin up / spin down) comes out at 7.1928 / 2.6168 eV. The calculation puts the total energy at -344.15581 Eh. The spin multiplicity is 2. Its charge is +2. The expectation value of S² is 0.754.


Density functional theory data (ωB97M-V with the def2-TZVPD basis set) for a single C4H9BClNO2 molecule in a non-equilibrium geometry.

The geometry in XYZ format:
```
18
Properties=species:S:1:pos:R:3:nbo_charge:R:1
B -0.174 -0.361 2.317 1.3170
C -0.565 -1.102 -0.042 -0.1653
C -0.897 0.502 -0.640 0.2022
C 0.605 0.945 -0.947 -0.4849
C 1.067 0.325 -2.260 -0.3219
N -0.242 -0.165 3.692 -1.1574
O -0.277 -1.019 1.309 -0.6500
O -1.503 1.257 0.172 -0.7948
Cl 0.120 0.989 -3.750 -0.1207
H -1.490 -1.827 -0.039 0.1933
H 0.313 -1.548 -0.698 0.1866
H -1.194 0.246 -1.681 0.1222
H 0.720 1.951 -1.070 0.2213
H 1.260 0.498 -0.254 0.1775
H 0.945 -0.736 -2.375 0.1902
H 2.224 0.336 -2.315 0.2135
H -0.187 -0.880 4.442 0.4355
H -0.725 0.588 4.138 0.4357
```

For the largest force on an atom, the calculation gives 0.079 hartree/bohr. The HOMO-LUMO gap comes out at 6.9666 eV. The calculation puts the total energy at -847.98674 Eh. Its charge is 0.


- Which of these has the lowest largest force on an atom?
  C4H11N3O2


- Among the records above, which one has the highest largest force on an atom?
  C4H13N2O